Computed, not measured: a 4-piece molecular cluster, C2H14NO3 overall in a non-equilibrium geometry, with ωB97M-V/def2-TZVPD.

Last column: Löwdin charge in e.
Element x y z (Å)
C1 0.059 -2.623 -0.752  -0.0185
N1 1.278 -2.043 -0.182  -0.0353
C2 1.802 -2.841 0.936  -0.0113
H1 0.212 -3.478 -1.402  0.1134
H2 -0.674 -2.930 0.001  0.1106
H3 -0.585 -1.862 -1.207  0.1147
H4 1.244 -1.025 -0.015  0.1701
H5 1.948 -1.931 -0.950  0.1886
H6 2.561 -2.425 1.600  0.1111
H7 2.150 -3.789 0.525  0.1127
H8 1.027 -3.095 1.662  0.1086
H9 -0.407 2.130 -0.274  0.0051
H10 0.738 1.908 0.566  0.0405
O1 0.129 1.366 0.039  -0.0943
H11 -2.467 2.414 -1.646  0.0702
H12 -1.751 3.773 -1.366  0.0138
O2 -1.621 2.898 -1.692  -0.0473
H13 -1.285 5.026 1.437  0.0544
H14 -2.545 4.221 1.660  0.0356
O3 -1.814 4.308 1.059  -0.0426

Atomic forces in eV per Å
C -2.75 0.37 0.05
N 0.93 1.36 -0.61
C 0.31 -1.32 1.24
H 0.52 0.19 -0.09
H 0.83 -0.24 0.54
H 0.86 0.11 -0.63
H -1.19 -0.14 0.87
H 0.38 -0.97 0.02
H 0.29 0.63 -0.90
H 0.11 0.13 0.03
H -0.46 0.23 -0.55
H -0.47 -0.90 -0.63
H 0.24 -0.64 0.18
O 0.33 1.13 0.37
H 0.51 0.67 0.05
H -0.53 0.97 0.52
O 0.04 -1.61 -0.41
H -0.15 -0.19 -0.18
H -0.56 -0.12 0.36
O 0.76 0.33 -0.25

## Properties
- LUMO (eV) = -3.1
- electronic energy (eV) = -9926.903
- net charge = +1
- 2S+1 = 1
- gap between HOMO and LUMO (eV) = 11.01

Computed, not measured: a 2-piece molecular cluster, C12H24N2O8 overall in a non-equilibrium geometry, with ωB97M-V/def2-TZVPD.

Last column: Löwdin charge in e.
Element x y z (Å)
C1 0.773 1.877 -0.186  0.0022
C2 1.933 1.805 0.799  -0.3270
O1 1.736 1.316 1.910  0.0727
C3 3.275 2.528 0.555  -0.2294
O2 4.025 2.561 1.789  -0.0333
C4 4.116 1.838 -0.536  -0.2678
O3 3.337 1.553 -1.697  -0.0213
C5 5.279 2.714 -1.039  -0.2980
O4 5.829 2.124 -2.227  -0.0340
C6 6.410 2.867 -0.014  -0.1872
O5 7.552 3.465 -0.650  -0.0758
H1 -0.181 1.866 0.350  0.0859
H2 0.805 1.020 -0.863  0.0878
H3 0.832 2.794 -0.778  0.0849
H4 3.049 3.551 0.237  0.1612
H5 3.475 2.140 2.487  0.0955
H6 4.516 0.900 -0.135  0.1649
H7 3.976 1.442 -2.433  0.1003
H8 4.899 3.711 -1.286  0.1581
H9 6.683 2.571 -2.400  0.1051
H10 6.082 3.505 0.812  0.1201
H11 6.676 1.887 0.397  0.1310
H12 8.264 3.613 -0.001  0.1017
C7 -4.647 -4.375 1.787  -0.0622
N1 -3.973 -3.182 2.296  0.0373
C8 -3.221 -2.309 1.617  -0.4579
O6 -2.747 -1.352 2.216  0.0563
C9 -2.980 -2.495 0.101  -0.1781
C10 -1.914 -1.527 -0.447  -0.2084
O7 -2.359 -0.188 -0.427  -0.0562
N2 -4.207 -2.430 -0.721  0.1062
C11 -5.220 -1.573 -0.560  -0.5544
C12 -6.302 -1.622 -1.612  0.0028
O8 -5.326 -0.796 0.377  0.0663
H13 -3.951 -4.999 1.226  0.0804
H14 -5.043 -4.954 2.623  0.0867
H15 -5.479 -4.083 1.143  0.0758
H16 -4.105 -2.943 3.268  0.1478
H17 -2.571 -3.497 -0.013  0.1432
H18 -1.669 -1.803 -1.473  0.1221
H19 -1.009 -1.612 0.157  0.1219
H20 -2.700 -0.020 0.465  0.0790
H21 -4.238 -3.007 -1.543  0.1441
H22 -6.754 -2.611 -1.623  0.0790
H23 -5.868 -1.392 -2.582  0.0835
H24 -7.060 -0.878 -1.369  0.0870

Atomic forces in eV per Å
C 0.49 0.14 0.00
C -1.24 0.03 1.43
O 0.70 0.41 -1.27
C 0.27 -0.66 0.71
O -0.59 -0.10 -0.79
C 0.60 0.04 -0.97
O -0.05 0.01 0.02
C 1.20 0.32 0.49
O 0.03 0.15 0.23
C 0.03 0.21 0.49
O 0.03 -0.01 0.01
H 0.32 -0.14 0.07
H 0.05 0.15 0.00
H 0.08 -0.19 -0.10
H -0.07 0.04 0.01
H 0.08 0.10 -0.70
H 0.01 0.06 0.18
H -0.44 0.09 0.55
H -0.15 0.00 -0.05
H -0.59 -0.31 0.21
H -0.10 -0.16 -0.07
H -0.03 0.00 -0.10
H -0.63 -0.20 -0.37
C 0.09 0.52 -0.06
N -0.53 -1.30 0.03
C -0.10 1.45 0.06
O 0.40 -0.07 -0.49
C -0.16 0.04 -0.35
C -0.30 0.32 0.86
O -0.11 -0.09 -0.30
N 1.12 -1.01 0.28
C -1.23 1.43 0.72
C 0.11 -0.01 -0.02
O 0.45 -0.38 0.02
H -0.08 -0.06 0.00
H 0.14 0.11 -0.08
H -0.02 -0.18 -0.03
H 0.06 0.10 -0.15
H -0.05 -0.27 -0.12
H -0.12 0.10 -0.04
H 0.13 -0.25 0.07
H 0.10 -0.06 -0.02
H 0.14 -0.04 0.00
H -0.09 -0.09 -0.20
H -0.10 -0.10 -0.19
H 0.15 -0.12 0.01

## Properties
- LUMO (eV) = 0.5
- electronic energy (eV) = -32193.418
- SMILES string = CC(=O)[C@@H](O)[C@@H](O)[C@H](O)CO.CNC(=O)[C@H](CO)NC(C)=O
- net charge = 0
- 2S+1 = 1
- gap between HOMO and LUMO (eV) = 10.06

Computed, not measured: C20H23N2O2S2Zr as an isolated structure, with ωB97M-V/def2-TZVPD.

Last column: Löwdin charge in e.
Element x y z (Å)
Zr1 1.243 1.360 0.126  1.6485
C1 -0.689 -2.451 -0.696  0.0265
C2 0.368 -1.436 -0.966  -0.2117
N1 0.080 -0.181 -0.803  -0.1669
N2 -1.192 0.209 -0.379  -0.0583
C3 -1.319 0.593 0.859  -1.0595
S1 -0.038 0.581 2.101  0.5997
S2 -2.889 1.266 1.232  0.9435
C4 -3.104 0.748 2.970  -0.4189
C5 -3.155 -0.749 3.117  -0.3173
C6 -4.163 -1.473 2.478  -0.0571
C7 -4.218 -2.851 2.586  -0.0725
C8 -3.262 -3.530 3.336  -0.0810
C9 -2.263 -2.817 3.979  -0.0751
C10 -2.210 -1.432 3.870  -0.0732
C11 1.732 -1.784 -1.368  -0.1001
C12 1.950 -2.941 -2.127  -0.0142
C13 3.206 -3.282 -2.576  -0.0545
C14 4.289 -2.469 -2.246  -0.0381
C15 4.102 -1.334 -1.483  0.0036
C16 2.837 -0.973 -1.038  -0.2877
O1 2.720 0.146 -0.278  -0.2736
H1 -0.943 -2.401 0.368  0.1049
H2 -0.366 -3.459 -0.926  0.0839
H3 -1.598 -2.199 -1.246  0.1102
H4 -4.066 1.202 3.212  0.0891
H5 -2.339 1.213 3.588  0.0645
H6 -4.907 -0.949 1.889  0.1128
H7 -5.012 -3.397 2.092  0.1081
H8 -3.308 -4.607 3.425  0.1063
H9 -1.527 -3.339 4.577  0.1076
H10 -1.435 -0.884 4.392  0.0995
H11 1.106 -3.563 -2.394  0.1165
H12 3.349 -4.169 -3.175  0.1152
H13 5.285 -2.726 -2.582  0.1190
H14 4.933 -0.700 -1.200  0.1278
C17 -0.214 4.142 -1.513  -0.0211
C18 1.270 3.797 -1.414  -0.7056
C19 2.143 5.018 -1.620  -0.0210
C20 1.629 2.688 -2.413  -0.0548
O2 1.513 3.268 -0.094  -0.3657
H15 -0.461 4.549 -2.493  0.1005
H16 -0.467 4.881 -0.753  0.0994
H17 -0.827 3.249 -1.348  0.0749
H18 1.971 5.456 -2.603  0.0982
H19 3.196 4.745 -1.534  0.0942
H20 1.914 5.763 -0.858  0.0969
H21 1.522 3.039 -3.439  0.1108
H22 0.950 1.815 -2.358  0.0696
H23 2.664 2.367 -2.277  0.0961

Atomic forces in eV per Å
Zr 0.10 -0.03 0.21
C 0.04 -0.02 -0.08
C -0.15 0.02 -0.03
N 0.35 0.07 0.25
N -0.16 0.10 -0.11
C 0.21 0.01 0.07
S -0.04 -0.01 -0.10
S -0.01 -0.01 0.05
C -0.03 0.01 -0.12
C -0.09 -0.05 -0.07
C 0.02 0.03 -0.02
C 0.04 -0.02 0.03
C -0.04 0.05 -0.04
C 0.00 -0.04 0.01
C 0.03 0.03 0.06
C -0.06 0.10 0.09
C -0.11 0.00 0.02
C 0.15 0.06 0.01
C -0.12 -0.12 -0.05
C 0.11 0.21 0.17
C 0.12 -0.17 -0.10
O -0.25 0.18 -0.11
H -0.01 0.00 0.00
H -0.01 0.00 0.00
H 0.00 0.00 0.01
H 0.03 0.02 0.09
H -0.01 -0.02 0.03
H 0.01 -0.01 0.01
H 0.01 0.00 0.01
H 0.01 0.00 0.01
H 0.01 0.02 0.00
H -0.01 0.01 -0.02
H 0.02 -0.01 0.00
H -0.01 0.00 0.00
H 0.00 0.00 0.00
H 0.02 -0.04 -0.03
C 0.15 0.02 0.14
C -0.11 0.17 -0.32
C 0.07 -0.08 0.11
C 0.02 0.12 -0.04
O -0.18 -0.60 -0.05
H 0.01 -0.02 -0.02
H -0.05 -0.02 -0.01
H -0.06 0.02 -0.02
H -0.01 -0.01 -0.01
H 0.00 0.05 -0.01
H 0.02 0.01 -0.01
H -0.03 -0.02 -0.01
H 0.01 0.02 0.04
H 0.00 -0.04 -0.02

## Properties
- LUMO (eV) = -4.3
- electronic energy (eV) = -51136.127
- net charge = +1
- 2S+1 = 1
- gap between HOMO and LUMO (eV) = 7.25

Computed, not measured: C22H46As3BrNOSe2V as an isolated structure in a non-equilibrium geometry, with ωB97M-V/def2-TZVPD.

Last column: Löwdin charge in e.
Element x y z (Å)
V1 0.349 0.149 0.821  0.3715
C1 -2.841 -3.488 4.601  -0.3780
Se1 -1.343 -3.185 3.397  0.8694
C2 0.015 -2.928 4.753  -0.5681
C3 0.013 -1.539 5.358  -0.5383
Se2 0.572 -0.127 4.143  0.9086
C4 2.456 -0.098 4.619  -0.3656
H1 -2.685 -4.407 5.158  0.0335
H2 -3.733 -3.585 3.986  0.0247
H3 -2.968 -2.646 5.277  0.0247
H4 0.975 -3.156 4.289  0.0562
H5 -0.160 -3.683 5.521  0.0783
H6 0.689 -1.471 6.211  0.0757
H7 -0.978 -1.261 5.713  0.0575
H8 2.548 0.070 5.688  0.0337
H9 2.913 0.738 4.094  0.0164
H10 2.954 -1.022 4.334  0.0331
C5 1.377 -3.353 0.359  -0.2467
As1 0.010 -2.158 -0.308  1.1017
C6 -1.549 -3.293 -0.388  -0.2686
C7 0.640 -2.010 -2.156  -0.3132
C8 -0.117 -1.144 -3.185  -0.6538
C9 -1.614 -1.438 -3.154  -0.0633
C10 0.164 0.347 -2.963  -0.3242
As2 -0.508 1.195 -1.351  1.1125
C11 -2.379 1.530 -1.663  -0.2602
C12 0.216 2.975 -1.582  -0.2510
C13 0.452 -1.541 -4.564  -0.3835
As3 0.116 -0.646 -6.301  1.1635
C14 1.107 1.027 -6.007  -0.3432
C15 -1.688 0.101 -6.135  -0.3504
H11 1.265 -4.309 -0.154  0.0548
H12 1.267 -3.501 1.430  0.0208
H13 2.354 -2.929 0.140  0.0338
H14 -1.508 -3.844 -1.326  0.0448
H15 -2.473 -2.723 -0.336  0.0334
H16 -1.501 -3.983 0.451  0.0039
H17 0.677 -3.044 -2.512  0.0969
H18 1.677 -1.672 -2.079  0.0875
H19 -2.063 -1.270 -2.172  0.0455
H20 -1.811 -2.479 -3.413  0.1021
H21 -2.158 -0.816 -3.865  0.0645
H22 -0.249 0.929 -3.790  0.0441
H23 1.242 0.535 -2.953  0.0945
H24 -2.484 1.826 -2.707  0.0478
H25 -2.703 2.350 -1.022  0.0379
H26 -2.995 0.658 -1.466  0.0244
H27 -0.054 3.325 -2.579  0.0493
H28 1.301 2.953 -1.491  0.0408
H29 -0.199 3.655 -0.840  0.0300
H30 0.191 -2.588 -4.741  0.0684
H31 1.548 -1.520 -4.516  0.0723
H32 2.050 0.813 -5.503  0.0206
H33 0.550 1.768 -5.433  0.0065
H34 1.339 1.450 -6.982  0.0211
H35 -2.432 -0.695 -6.151  0.0248
H36 -1.833 0.710 -7.027  0.0278
H37 -1.846 0.736 -5.263  -0.0006
C16 1.334 5.424 2.581  -0.0140
C17 0.388 4.269 2.414  -0.2133
C18 -0.941 4.332 2.826  0.0355
C19 -1.790 3.244 2.686  -0.0358
C20 -1.250 2.114 2.123  -0.7226
Br1 -2.201 0.489 1.921  0.8757
N1 0.006 2.019 1.700  -0.1424
C21 0.814 3.081 1.841  -0.0611
H38 0.798 6.338 2.827  0.0918
H39 1.901 5.595 1.666  0.0933
H40 2.046 5.237 3.386  0.0999
H41 -1.322 5.242 3.272  0.1393
H42 -2.819 3.266 3.014  0.1287
H43 1.827 2.952 1.481  0.1391
C22 3.503 0.029 0.786  -0.0695
O1 2.056 -0.057 0.891  -0.4603
H44 3.805 0.953 1.272  0.0861
H45 3.789 0.025 -0.263  0.0886
H46 3.905 -0.834 1.310  0.0905

Atomic forces in eV per Å
V -0.22 -0.45 0.47
C -0.04 0.01 -0.04
Se -0.15 0.00 -0.21
C 0.19 -0.03 0.11
C -0.09 -0.06 0.11
Se 0.04 0.13 -0.21
C 0.05 0.01 -0.04
H 0.02 0.00 0.00
H 0.01 -0.01 0.00
H 0.02 0.00 0.00
H -0.02 0.01 0.00
H 0.01 0.02 0.01
H 0.02 -0.03 0.01
H 0.00 -0.01 -0.03
H 0.00 0.00 0.00
H -0.01 -0.01 -0.02
H -0.03 -0.01 0.00
C -0.09 -0.10 -0.08
As 0.14 0.21 -0.06
C -0.06 -0.03 0.03
C -0.05 -0.07 -0.08
C 0.04 0.08 -0.03
C -0.22 -0.03 -0.01
C -0.08 0.03 -0.08
As 0.35 -0.06 0.10
C -0.13 0.08 -0.07
C -0.02 0.04 -0.14
C 0.14 -0.19 0.13
As 0.00 0.08 -0.05
C 0.05 0.06 -0.06
C -0.08 0.05 -0.11
H 0.08 -0.01 0.05
H -0.02 0.00 0.05
H 0.01 0.00 0.03
H -0.06 -0.05 0.03
H 0.00 0.00 -0.01
H -0.03 -0.02 0.02
H -0.02 0.02 -0.01
H 0.00 -0.01 -0.01
H 0.08 0.04 0.06
H 0.04 -0.01 -0.03
H 0.08 -0.08 0.07
H 0.01 -0.09 0.12
H 0.00 -0.03 -0.04
H -0.10 0.01 0.03
H 0.00 0.00 -0.01
H 0.01 -0.03 0.00
H 0.05 0.06 0.03
H 0.00 0.01 -0.01
H -0.01 -0.02 0.01
H 0.00 0.00 0.01
H 0.00 -0.03 0.03
H 0.01 0.00 -0.02
H 0.03 0.01 -0.07
H 0.00 0.03 0.00
H -0.01 0.02 0.00
H -0.05 0.00 0.00
H 0.03 0.01 -0.03
C -0.06 -0.01 -0.04
C 0.12 0.08 0.03
C -0.09 0.06 0.06
C 0.03 -0.04 0.01
C 0.02 0.07 0.08
Br -0.11 -0.07 -0.06
N -0.16 0.28 0.02
C -0.05 -0.13 -0.01
H -0.02 0.00 -0.03
H 0.02 0.02 0.01
H 0.00 -0.06 0.00
H 0.02 0.01 0.00
H 0.00 0.03 0.00
H 0.01 0.03 0.00
C -1.24 -0.16 -0.07
O 1.16 0.27 0.03
H 0.16 -0.01 -0.02
H 0.10 0.03 0.01
H 0.16 0.05 -0.03

## Properties
- LUMO (alpha / beta) (eV) = -6.1 / -6.0
- electronic energy (eV) = -436022.861
- expectation value of S² = 2.028
- net charge = +2
- 2S+1 = 3
- gap between HOMO and LUMO (alpha / beta) (eV) = 6.68 / 6.84

- What is the formula in the first record?
  C2H14NO3

- Which value of net charge does entry 3 give?
  +1

- net charge of number 3 (C20H23N2O2S2Zr)?
  +1

Repeat the first record exactly.
Computed, not measured: a 4-piece molecular cluster, C2H14NO3 overall in a non-equilibrium geometry, with ωB97M-V/def2-TZVPD.

Last column: Löwdin charge in e.
Element x y z (Å)
C1 0.059 -2.623 -0.752  -0.0185
N1 1.278 -2.043 -0.182  -0.0353
C2 1.802 -2.841 0.936  -0.0113
H1 0.212 -3.478 -1.402  0.1134
H2 -0.674 -2.930 0.001  0.1106
H3 -0.585 -1.862 -1.207  0.1147
H4 1.244 -1.025 -0.015  0.1701
H5 1.948 -1.931 -0.950  0.1886
H6 2.561 -2.425 1.600  0.1111
H7 2.150 -3.789 0.525  0.1127
H8 1.027 -3.095 1.662  0.1086
H9 -0.407 2.130 -0.274  0.0051
H10 0.738 1.908 0.566  0.0405
O1 0.129 1.366 0.039  -0.0943
H11 -2.467 2.414 -1.646  0.0702
H12 -1.751 3.773 -1.366  0.0138
O2 -1.621 2.898 -1.692  -0.0473
H13 -1.285 5.026 1.437  0.0544
H14 -2.545 4.221 1.660  0.0356
O3 -1.814 4.308 1.059  -0.0426

Atomic forces in eV per Å
C -2.75 0.37 0.05
N 0.93 1.36 -0.61
C 0.31 -1.32 1.24
H 0.52 0.19 -0.09
H 0.83 -0.24 0.54
H 0.86 0.11 -0.63
H -1.19 -0.14 0.87
H 0.38 -0.97 0.02
H 0.29 0.63 -0.90
H 0.11 0.13 0.03
H -0.46 0.23 -0.55
H -0.47 -0.90 -0.63
H 0.24 -0.64 0.18
O 0.33 1.13 0.37
H 0.51 0.67 0.05
H -0.53 0.97 0.52
O 0.04 -1.61 -0.41
H -0.15 -0.19 -0.18
H -0.56 -0.12 0.36
O 0.76 0.33 -0.25

## Properties
- LUMO (eV) = -3.1
- electronic energy (eV) = -9926.903
- net charge = +1
- 2S+1 = 1
- gap between HOMO and LUMO (eV) = 11.01